Entry 1:
Here is a cluster of 3 separate species, C4H9NO2 in total from OMol25. Energies are from ωB97M-V/def2-TZVPD.

Structure (ORCA input):
```
! RIJCOSX wB97M-V def2-TZVPD def2/J DEFGRID3
* xyz 0 1
C -1.402 -1.029 0.968
C -0.315 -1.669 0.551
C 1.082 -1.213 0.800
N 1.249 0.134 0.948
O 1.987 -2.019 0.901
H -2.386 -1.461 0.814
H -1.349 -0.085 1.512
H -0.358 -2.649 0.081
H 2.207 0.432 1.041
H 0.587 0.786 0.542
H 2.354 2.141 -1.126
H 1.622 2.263 -1.111
C -1.321 1.087 -1.491
O -0.779 1.777 -0.658
H -0.934 0.092 -1.776
H -2.245 1.413 -1.997
*
```

- HOMO-LUMO gap (hartree) = 0.363
- SMILES = C=CC(N)=O.[H][H].C=O

---

Entry 2:
Here is the molecule C4H9NO2 from OMol25. Energies are from ωB97M-V/def2-TZVPD.

Structure (ORCA input):
```
! RIJCOSX wB97M-V def2-TZVPD def2/J DEFGRID3
* xyz 0 1
C 1.767 -0.229 -0.339
C 0.318 0.070 -0.036
C -0.515 0.643 -1.152
O -1.180 1.873 -0.803
N -0.298 -1.072 0.591
C -1.288 -0.895 1.417
O -1.707 0.309 1.662
H 2.369 -0.347 0.572
H 2.211 0.603 -0.896
H 1.933 -1.140 -0.952
H -1.030 0.891 1.168
H 0.112 0.821 -2.041
H -1.335 -0.018 -1.463
H -0.480 2.434 -0.441
H 0.072 -2.016 0.484
H -1.772 -1.717 1.935
*
```

- HOMO-LUMO gap (hartree) = 0.280

---

Entry 3:
Here is the molecule C4H9NO2 from OMol25. Energies are from ωB97M-V/def2-TZVPD.

Structure (ORCA input):
```
! RIJCOSX wB97M-V def2-TZVPD def2/J DEFGRID3
* xyz 0 1
C 1.913 0.301 -0.299
O 1.418 -0.390 0.827
C 0.149 0.077 1.237
C -0.881 -0.144 0.149
C -1.219 -1.564 -0.198
N -1.417 0.774 -0.557
O -1.001 2.051 -0.190
H 2.968 0.034 -0.397
H 1.384 0.015 -1.221
H 1.818 1.390 -0.179
H 0.192 1.135 1.519
H -0.116 -0.517 2.118
H -1.777 -2.042 0.616
H -0.294 -2.135 -0.339
H -1.816 -1.603 -1.112
H -1.478 2.610 -0.816
*
```

- HOMO-LUMO gap (hartree) = 0.392
- SMILES = COC/C(C)=N\O

---

Entry 4:
Here is the molecule C4H9NO2 from OMol25. Energies are from ωB97M-V/def2-TZVPD.

Structure (ORCA input):
```
! RIJCOSX wB97M-V def2-TZVPD def2/J DEFGRID3
* xyz 0 1
C 1.127 -1.890 -0.198
C 0.093 -0.820 0.130
C 0.616 -0.099 1.363
O 0.392 -0.509 2.468
N -0.073 0.093 -0.996
C -1.202 0.980 -0.922
O -0.836 2.303 -1.309
H 1.040 -2.696 0.517
H 1.323 -2.228 -1.204
H 2.104 -1.424 -0.040
H -0.848 -1.263 0.455
H 1.079 0.894 1.210
H -0.085 -0.490 -1.828
H -2.025 0.646 -1.562
H -1.555 1.088 0.105
H -0.074 2.216 -1.905
*
```

- HOMO-LUMO gap (hartree) = 0.387
- SMILES = C[C@@H](C=O)NCO

---

Entry 5:
Here is the molecule C4H9NO2 from OMol25. Energies are from ωB97M-V/def2-TZVPD.

Structure (ORCA input):
```
! RIJCOSX wB97M-V def2-TZVPD def2/J DEFGRID3
* xyz 0 1
C -0.053 -2.228 -0.284
C -0.629 -0.819 -0.217
O -1.224 -0.574 1.077
C 0.519 0.243 -0.324
N 1.610 -0.081 0.551
C -0.133 1.604 -0.125
O -0.001 2.493 -0.932
H -0.767 -3.033 -0.403
H 0.669 -2.230 -1.103
H 0.577 -2.315 0.597
H -1.398 -0.579 -0.955
H -1.939 -1.206 1.207
H 0.815 0.131 -1.364
H 1.347 0.002 1.524
H 2.435 0.464 0.346
H -0.601 1.845 0.842
*
```

- HOMO-LUMO gap (hartree) = 0.363
- SMILES = C[C@@H](O)[C@H](N)C=O

---

Entry 6:
Here is the molecule C4H9NO2 from OMol25. Energies are from ωB97M-V/def2-TZVPD.

Structure (ORCA input):
```
! RIJCOSX wB97M-V def2-TZVPD def2/J DEFGRID3
* xyz 0 1
N 1.148 0.208 1.689
C 1.378 -0.500 0.536
O 2.499 -0.640 0.078
C 0.172 -1.204 -0.073
C -1.138 -0.418 -0.143
C -1.076 0.808 -1.046
O -0.164 1.787 -0.576
H 1.952 0.733 2.007
H 0.270 0.702 1.755
H 0.481 -1.534 -1.069
H 0.021 -2.114 0.519
H -1.929 -1.086 -0.506
H -1.447 -0.104 0.861
H -0.830 0.508 -2.074
H -2.057 1.293 -1.074
H 0.722 1.560 -0.885
*
```

- HOMO-LUMO gap (hartree) = 0.392
- SMILES = NC(=O)CCCO

---

Entry 7:
Here is the molecule C4H9NO2 from OMol25. Energies are from ωB97M-V/def2-TZVPD.

Structure (ORCA input):
```
! RIJCOSX wB97M-V def2-TZVPD def2/J DEFGRID3
* xyz 0 1
C -1.975 -0.077 -0.676
C -0.547 0.300 -0.314
O -0.488 1.508 0.449
C 0.133 -0.772 0.538
C 1.645 -0.838 0.378
N 2.260 0.376 0.299
O 2.249 -1.894 0.311
H -2.570 -0.275 0.221
H -1.975 -0.976 -1.302
H -2.462 0.724 -1.247
H 0.026 0.438 -1.244
H -0.955 2.196 -0.043
H -0.106 -0.559 1.588
H -0.249 -1.768 0.305
H 3.267 0.390 0.255
H 1.745 1.226 0.481
*
```

- HOMO-LUMO gap (hartree) = 0.380
- SMILES = C[C@@H](O)CC(N)=O

---

Entry 8:
Here is the molecule C4H9NO2 from OMol25. Energies are from ωB97M-V/def2-TZVPD.

Structure (ORCA input):
```
! RIJCOSX wB97M-V def2-TZVPD def2/J DEFGRID3
* xyz 0 1
N -2.114 -0.067 -1.340
C -1.339 0.066 -0.099
C 0.021 0.592 -0.466
C 1.171 -0.395 -0.358
C 1.741 -0.591 1.081
O 1.724 -1.719 1.506
O 2.178 0.477 1.808
H -2.438 0.876 -1.586
H -2.915 -0.627 -1.132
H -1.156 -0.909 0.409
H -1.972 0.742 0.618
H 0.372 1.471 0.140
H -0.022 1.072 -1.492
H 2.108 -0.064 -1.005
H 0.999 -1.360 -0.692
H 1.641 0.438 2.607
*
```

- HOMO-LUMO gap (hartree) = 0.377
- SMILES = NCCCC(=O)O

---

Entry 9:
Here is the molecule C4H9NO2 from OMol25. Energies are from ωB97M-V/def2-TZVPD.

Structure (ORCA input):
```
! RIJCOSX wB97M-V def2-TZVPD def2/J DEFGRID3
* xyz 0 1
C -1.073 1.436 -0.148
C -0.270 0.205 0.261
C -1.075 -1.078 0.033
O -0.383 -2.227 0.447
N 1.013 0.136 -0.431
C 2.239 0.019 0.155
O 3.285 0.026 -0.462
H -0.509 2.348 0.066
H -2.014 1.468 0.413
H -1.317 1.416 -1.220
H -0.040 0.269 1.333
H -1.984 -1.034 0.636
H -1.393 -1.132 -1.025
H 0.451 -2.241 -0.041
H 1.069 0.329 -1.425
H 2.183 -0.089 1.256
*
```

- HOMO-LUMO gap (hartree) = 0.397
- SMILES = C[C@@H](CO)NC=O

---

Entry 10:
Here is the molecule C4H9NO2 from OMol25. Energies are from ωB97M-V/def2-TZVPD.

Structure (ORCA input):
```
! RIJCOSX wB97M-V def2-TZVPD def2/J DEFGRID3
* xyz 0 1
C -0.642 -1.977 0.551
C -0.260 -0.442 0.801
C 1.059 -0.249 1.621
O 1.541 0.861 1.818
N 0.123 0.315 -0.361
C -0.937 0.615 -1.320
O -0.431 0.924 -2.731
H -1.502 -2.288 1.253
H -1.174 -2.106 -0.478
H 0.100 -2.762 0.498
H -1.028 -0.095 1.573
H 1.252 -0.996 2.539
H 0.989 0.910 -0.220
H -1.660 -0.155 -1.464
H -1.622 1.440 -0.853
H -0.419 1.873 -2.934
*
```

- HOMO-LUMO gap (hartree) = 0.341
- SMILES = C[C@@H](C=O)NCO

---

Entry 11:
Here is the molecule C4H9NO2 from OMol25. Energies are from ωB97M-V/def2-TZVPD.

Structure (ORCA input):
```
! RIJCOSX wB97M-V def2-TZVPD def2/J DEFGRID3
* xyz 0 1
C -1.944 0.291 -1.817
C -0.522 0.301 -1.272
O 0.092 1.568 -1.551
C -0.376 -0.087 0.201
N 0.893 -0.716 0.462
C 1.373 -0.870 1.718
O 0.754 -0.571 2.715
H -1.993 1.099 -2.520
H -2.621 0.522 -0.992
H -2.221 -0.671 -2.226
H 0.105 -0.425 -1.801
H 0.527 1.901 -0.749
H -0.512 0.756 0.879
H -1.202 -0.775 0.429
H 1.396 -1.230 -0.246
H 2.399 -1.272 1.765
*
```

- HOMO-LUMO gap (hartree) = 0.395
- SMILES = C[C@@H](O)CNC=O

---

Entry 12:
Here is the molecule C4H9NO2 from OMol25. Energies are from ωB97M-V/def2-TZVPD.

Structure (ORCA input):
```
! RIJCOSX wB97M-V def2-TZVPD def2/J DEFGRID3
* xyz 0 1
C -1.564 1.128 -0.526
O -0.654 1.351 0.525
C -0.247 0.186 1.205
C 0.845 -0.647 0.533
C 1.901 0.049 -0.257
N 0.786 -1.888 0.225
O -0.574 -2.181 -0.184
H -1.980 2.101 -0.802
H -1.074 0.695 -1.412
H -2.382 0.460 -0.224
H -1.097 -0.460 1.451
H 0.193 0.552 2.145
H 2.291 0.966 0.154
H 1.253 0.260 -1.109
H 2.662 -0.643 -0.631
H -0.361 -1.930 -1.093
*
```

- HOMO-LUMO gap (hartree) = 0.372
- SMILES = COC/C(C)=N\O

---

Entry 13:
Here is the molecule C4H9NO2 from OMol25. Energies are from ωB97M-V/def2-TZVPD.

Structure (ORCA input):
```
! RIJCOSX wB97M-V def2-TZVPD def2/J DEFGRID3
* xyz 0 1
C 2.151 -1.363 0.351
O 1.369 -0.694 -0.617
C 0.014 -0.971 -0.519
C -2.172 1.457 -0.684
N -1.160 1.678 0.164
C -0.399 0.855 0.863
O -0.559 -0.492 0.697
H 1.733 -1.238 1.357
H 2.225 -2.437 0.127
H 3.147 -0.919 0.315
H -0.190 -2.051 -0.511
H -0.458 -0.489 -1.381
H -2.555 0.452 -0.777
H -2.692 2.316 -1.077
H -0.911 2.653 0.292
H 0.457 1.242 1.400
*
```

- HOMO-LUMO gap (hartree) = 0.277

---

Entry 14:
Here is a cluster of 2 separate species, C4H9NO2 in total from OMol25. Energies are from ωB97M-V/def2-TZVPD.

Structure (ORCA input):
```
! RIJCOSX wB97M-V def2-TZVPD def2/J DEFGRID3
* xyz 0 1
C 0.954 -2.448 -0.008
C 1.593 -1.775 0.939
O 2.285 -1.449 1.834
H 0.415 -1.977 -0.819
H 1.033 -3.520 0.043
N 0.634 0.169 0.413
C -0.737 0.170 -0.035
C -1.138 1.444 -0.749
O -0.906 2.514 0.148
H 0.689 0.639 1.302
H 1.247 0.661 -0.227
H -0.878 -0.701 -0.683
H -1.364 0.011 0.846
H -0.542 1.536 -1.674
H -2.192 1.369 -1.048
H -1.094 3.357 -0.283
*
```

- HOMO-LUMO gap (hartree) = 0.334
- SMILES = C=C=O.NCCO

---

Entry 15:
Here is a cluster of 2 separate species, C4H9NO2 in total from OMol25. Energies are from ωB97M-V/def2-TZVPD.

Structure (ORCA input):
```
! RIJCOSX wB97M-V def2-TZVPD def2/J DEFGRID3
* xyz 0 1
H 1.882 0.764 1.026
N 1.305 -0.053 0.837
C 0.055 0.152 1.002
C -0.879 -1.022 0.787
O -0.590 -1.935 1.821
H -0.353 1.090 1.384
H -1.932 -0.735 0.883
H -0.730 -1.464 -0.212
H 0.344 -2.158 1.692
C -0.430 1.103 -1.213
C 0.871 0.226 -1.239
O 0.929 -0.901 -1.670
H -0.288 2.111 -0.791
H -1.400 0.730 -0.853
H -0.520 1.181 -2.288
H 1.737 0.913 -1.166
*
```

- HOMO-LUMO gap (hartree) = 0.383
- SMILES = [H]/N=C/CO.CC=O

---

Entry 16:
Here is a cluster of 2 separate species, C4H9NO2 in total from OMol25. Energies are from ωB97M-V/def2-TZVPD.

Structure (ORCA input):
```
! RIJCOSX wB97M-V def2-TZVPD def2/J DEFGRID3
* xyz 0 3
C -0.121 0.604 1.000
C 2.108 0.599 -1.218
C -2.427 -0.377 0.974
C 1.801 -0.484 -0.186
N -1.178 0.220 0.428
O -1.252 0.173 -0.968
O 1.236 -1.539 -0.403
H -0.134 0.493 2.163
H 1.973 0.217 -2.278
H 1.270 1.205 -1.075
H 3.007 1.069 -0.887
H -2.376 -1.403 0.686
H -2.243 -0.177 1.956
H -3.320 0.060 0.466
H 2.312 -0.270 0.701
H -0.658 -0.390 -1.360
*
```

- HOMO-LUMO gap (spin up / spin down) (hartree) = 0.243 / 0.305